# 1
Below is a structure of composition C56H47AsN5O9PSW at a distorted geometry, with properties calculated with the ωB97M-V functional and the def2-TZVPD basis.

Last column: Mulliken spin population.
Geometry (Å):
W1 0.393 -0.157 0.170  1.140
N1 2.318 -0.329 6.365  0.001
C1 2.857 -0.450 5.102  0.001
C2 3.651 0.566 4.552  -0.001
C3 4.101 0.478 3.252  -0.001
C4 3.788 -0.648 2.491  0.007
C5 3.099 -1.722 3.065  -0.003
C6 2.656 -1.626 4.363  0.000
S1 3.863 -0.578 0.751  0.005
O1 4.991 0.151 0.272  -0.002
O2 3.653 -1.905 0.228  0.000
N2 2.449 0.238 0.299  0.056
C7 2.246 1.546 0.571  0.060
N3 3.128 2.389 1.095  -0.014
C8 2.697 3.595 1.385  0.030
C9 1.365 3.952 1.240  -0.013
C10 0.522 3.038 0.666  0.004
N4 0.940 1.865 0.207  0.066
H1 2.266 0.601 6.739  0.000
H2 1.484 -0.871 6.522  0.000
H3 3.879 1.445 5.146  0.000
H4 4.681 1.272 2.803  0.000
H5 2.919 -2.615 2.483  -0.001
H6 2.112 -2.447 4.818  0.000
H7 3.438 4.280 1.785  0.001
H8 0.990 4.911 1.566  0.000
H9 -0.532 3.240 0.549  0.011
O3 -2.847 -2.709 4.496  0.004
C11 -2.267 -2.137 3.630  -0.005
C12 -2.430 -2.358 2.117  -0.003
O4 -3.112 -3.197 1.608  0.026
C13 -1.566 -1.347 1.512  0.048
C14 -0.878 -0.597 2.457  0.070
O5 -0.047 0.319 2.034  0.005
C15 -1.219 -1.028 3.823  0.016
O6 -0.790 -0.650 4.870  -0.014
O7 -1.294 -1.081 0.220  -0.052
C16 4.984 -2.738 -4.836  0.000
C17 4.127 -1.725 -4.116  -0.001
C18 4.334 -0.372 -4.346  0.001
C19 3.612 0.590 -3.662  0.014
C20 2.635 0.200 -2.767  0.057
C21 2.383 -1.146 -2.552  -0.037
N5 1.429 -1.532 -1.501  0.065
C22 0.442 -2.540 -1.789  0.055
C23 -0.088 -2.723 -3.053  0.022
C24 -1.145 -3.606 -3.238  0.003
C25 -1.661 -4.315 -2.163  0.002
C26 -1.084 -4.177 -0.909  0.000
C27 -0.033 -3.299 -0.715  -0.026
C28 0.546 -3.128 0.676  0.012
O8 0.647 -4.053 1.439  0.007
O9 0.954 -1.899 0.988  0.046
C29 3.162 -2.130 -3.181  -0.005
C30 3.027 -3.587 -2.800  0.001
H10 5.584 -2.254 -5.605  0.000
H11 4.378 -3.512 -5.310  0.000
H12 5.667 -3.231 -4.139  0.000
H13 5.100 -0.065 -5.051  0.000
H14 3.817 1.643 -3.816  0.000
H15 2.084 0.937 -2.216  0.016
H16 2.055 -1.902 -0.785  0.052
H17 0.318 -2.172 -3.894  0.000
H18 -1.564 -3.726 -4.230  0.000
H19 -2.507 -4.978 -2.300  0.000
H20 -1.470 -4.723 -0.059  0.000
H21 2.123 -4.039 -3.207  0.000
H22 2.994 -3.690 -1.713  -0.001
H23 3.878 -4.164 -3.156  0.000
C31 -3.662 2.859 -0.184  0.007
C32 -4.407 3.221 -1.478  0.000
As1 -5.791 1.986 -2.177  0.000
C33 -4.890 1.126 -3.688  0.002
C34 -5.561 0.032 -4.237  0.000
C35 -5.034 -0.664 -5.316  0.000
C36 -3.820 -0.268 -5.866  0.000
C37 -3.154 0.831 -5.341  0.003
C38 -3.689 1.527 -4.261  0.001
C39 -6.723 3.368 -3.234  0.000
C40 -6.941 3.267 -4.606  0.000
C41 -7.694 4.223 -5.279  0.000
C42 -8.251 5.292 -4.589  0.000
C43 -8.060 5.391 -3.217  0.000
C44 -7.315 4.431 -2.549  0.000
P1 -2.516 1.379 -0.038  0.036
C45 -3.815 0.106 -0.340  -0.013
C46 -4.743 0.017 0.704  0.001
C47 -5.739 -0.945 0.700  0.000
C48 -5.808 -1.861 -0.340  0.000
C49 -4.874 -1.802 -1.363  0.000
C50 -3.882 -0.830 -1.364  0.008
C51 -1.542 1.626 -1.602  -0.028
C52 -0.884 0.571 -2.291  0.177
C53 -0.206 0.861 -3.473  0.113
C54 0.013 2.163 -3.878  -0.008
C55 -0.508 3.206 -3.128  0.036
C56 -1.286 2.935 -2.016  0.009
H24 -4.396 2.694 0.606  0.001
H25 -3.086 3.735 0.131  0.000
H26 -3.715 3.460 -2.283  0.000
H27 -4.961 4.137 -1.267  0.000
H28 -6.501 -0.285 -3.798  0.000
H29 -5.566 -1.515 -5.723  0.000
H30 -3.401 -0.806 -6.709  0.000
H31 -2.215 1.156 -5.775  -0.001
H32 -3.153 2.387 -3.879  -0.004
H33 -6.518 2.445 -5.167  0.000
H34 -7.851 4.128 -6.347  0.000
H35 -8.836 6.037 -5.114  0.000
H36 -8.504 6.212 -2.665  0.000
H37 -7.194 4.509 -1.473  0.000
H38 -4.670 0.696 1.549  0.000
H39 -6.443 -0.996 1.523  0.000
H40 -6.570 -2.632 -0.341  0.000
H41 -4.899 -2.530 -2.166  0.000
H42 -3.173 -0.828 -2.181  0.002
H43 -1.218 -0.444 -2.151  -0.067
H44 0.162 0.051 -4.086  -0.003
H45 0.577 2.362 -4.782  0.002
H46 -0.360 4.234 -3.441  -0.003
H47 -1.723 3.771 -1.484  0.001

Lowest unoccupied orbital energy (alpha / beta): -1.18 / -1.08 eV
HOMO (alpha / beta): -0.2753 / -0.3028 hartree
Total energy: -167501.2515 eV
Total charge: 0
ΔE to the lowest compared entry with this formula, charge and spin: 30.30 kJ/mol
Multiplicity: 3
Frontier orbital gap (alpha / beta): 6.307 / 7.154 eV

# 2
Below is a structure of composition C5H10O, with properties calculated with the ωB97M-V functional and the def2-TZVPD basis.

Last column: natural (NBO) charge in e.
Geometry (Å):
C1 1.912 -0.217 0.051  -0.606
C2 0.584 0.539 0.130  -0.247
C3 -0.329 0.276 -1.059  -0.652
C4 -1.278 -0.684 -0.588  0.391
O1 -1.172 -0.978 0.675  -0.446
C5 -0.308 0.032 1.272  -0.083
H1 2.470 0.068 -0.847  0.215
H2 2.546 -0.012 0.922  0.207
H3 1.734 -1.298 0.003  0.205
H4 0.776 1.610 0.275  0.215
H5 -1.577 0.810 -0.873  0.307
H6 0.046 0.213 -2.076  0.241
H7 -1.928 -1.321 -1.177  0.233
H8 -2.704 0.601 -0.448  -0.397
H9 -0.990 0.807 1.640  0.212
H10 0.217 -0.448 2.100  0.204

Lowest unoccupied orbital energy: 0.82 eV
HOMO: -0.2548 hartree
Total energy: -7389.4556 eV
Total charge: 0
ΔE to the lowest compared entry with this formula, charge and spin: 512.31 kJ/mol
Multiplicity: 1
Frontier orbital gap: 7.755 eV

# 3
Below is a structure of composition C30H32MnN3O6P2S at a distorted geometry, with properties calculated with the ωB97M-V functional and the def2-TZVPD basis.

Last column: Mulliken spin population.
Geometry (Å):
Mn1 -0.765 0.476 0.683  4.083
O1 0.291 2.002 3.851  -0.001
S1 -0.512 1.177 2.994  0.005
O2 -1.597 0.489 3.674  0.004
O3 0.346 0.160 2.255  0.027
O4 -1.089 1.967 1.823  0.036
C1 3.973 -0.657 -3.956  0.000
C2 4.593 -0.196 -2.806  0.000
C3 3.837 0.242 -1.727  -0.001
C4 2.450 0.209 -1.793  0.018
C5 1.828 -0.254 -2.955  0.007
C6 2.585 -0.684 -4.029  0.001
P1 1.316 0.853 -0.510  -0.040
C7 2.385 1.568 0.774  0.009
C8 3.271 0.755 1.481  0.001
C9 3.949 1.255 2.578  0.001
C10 3.747 2.568 2.981  -0.002
C11 2.834 3.362 2.309  0.000
C12 2.142 2.866 1.217  0.006
C13 0.732 2.291 -1.480  -0.042
C14 1.567 3.148 -2.151  0.013
C15 1.025 4.203 -2.903  -0.009
C16 -0.332 4.353 -3.004  0.008
C17 -1.219 3.470 -2.350  -0.027
C18 -2.624 3.590 -2.446  0.042
C19 -3.426 2.705 -1.782  -0.031
C20 -2.876 1.679 -0.989  0.070
C21 -1.519 1.510 -0.846  -0.189
C22 -0.679 2.423 -1.556  -0.023
H1 4.569 -0.996 -4.792  0.000
H2 5.673 -0.157 -2.748  0.000
H3 4.323 0.627 -0.841  0.000
H4 0.744 -0.252 -2.993  0.007
H5 2.103 -1.028 -4.936  0.000
H6 3.394 -0.280 1.182  0.000
H7 4.619 0.612 3.136  0.000
H8 4.272 2.953 3.845  0.000
H9 2.642 4.370 2.650  0.000
H10 1.393 3.473 0.725  0.001
H11 2.640 3.007 -2.106  0.001
H12 1.693 4.893 -3.402  0.000
H13 -0.747 5.162 -3.593  0.000
H14 -3.057 4.386 -3.039  0.002
H15 -4.502 2.797 -1.850  -0.001
H16 -3.548 1.014 -0.461  -0.005
C23 -1.595 -3.978 -0.184  0.003
P2 -0.819 -2.844 -1.372  0.011
C24 0.850 -3.492 -1.698  -0.001
C25 -1.775 -3.061 -2.905  0.002
O5 -0.776 -1.419 -0.946  -0.033
H17 -1.727 -4.973 -0.607  0.000
H18 -2.560 -3.546 0.077  -0.001
H19 -0.982 -4.027 0.713  -0.001
H20 0.835 -4.547 -1.967  0.000
H21 1.442 -3.343 -0.796  0.000
H22 1.298 -2.906 -2.500  0.000
H23 -1.724 -4.084 -3.275  0.000
H24 -1.375 -2.371 -3.646  0.000
H25 -2.810 -2.794 -2.695  0.000
C26 -4.772 -0.876 2.740  -0.003
N1 -3.534 -1.607 2.942  -0.001
C27 -3.246 -2.193 4.123  0.000
C28 -2.030 -2.728 4.371  0.002
C29 -1.063 -2.623 3.335  0.014
N2 -1.356 -2.076 2.176  0.015
C30 -2.506 -1.403 2.023  -0.010
O6 -2.732 -0.697 1.017  0.030
N3 0.189 -3.131 3.471  0.001
H26 -5.598 -1.427 3.186  0.000
H27 -4.930 -0.758 1.672  0.001
H28 -4.694 0.120 3.180  0.000
H29 -4.036 -2.199 4.860  0.000
H30 -1.787 -3.157 5.331  0.000
H31 0.518 -3.287 4.410  0.000
H32 0.849 -2.683 2.851  0.000

Lowest unoccupied orbital energy (alpha / beta): -0.03 / 0.43 eV
HOMO (alpha / beta): -0.2820 / -0.2869 hartree
Total energy: -109121.4491 eV
Total charge: 0
ΔE to the lowest compared entry with this formula, charge and spin: 166.08 kJ/mol
Multiplicity: 5
Frontier orbital gap (alpha / beta): 7.642 / 8.235 eV

# 4
Below is the molecule C15H23NO5, with properties calculated with the ωB97M-V functional and the def2-TZVPD basis.

Last column: natural (NBO) charge in e.
Geometry (Å):
C1 2.750 2.959 -4.295  -0.617
C2 1.978 2.883 -2.987  -0.064
O1 1.964 1.525 -2.589  -0.487
C3 1.352 1.162 -1.453  0.431
C4 0.699 2.049 -0.594  -0.327
C5 0.104 1.602 0.568  -0.145
C6 0.138 0.258 0.921  -0.075
C7 -0.531 -0.199 2.189  -0.236
N1 -1.951 0.130 2.178  -0.446
C8 -2.678 -0.447 1.066  -0.241
C9 -2.802 -1.984 1.052  -0.081
O2 -3.637 -2.428 0.010  -0.711
C10 -2.582 -0.065 3.469  -0.242
C11 -2.338 1.135 4.396  -0.059
O3 -3.122 1.070 5.562  -0.712
C12 0.777 -0.629 0.075  -0.146
C13 1.384 -0.206 -1.106  -0.246
C14 2.042 -1.189 -1.995  0.780
O4 2.463 -0.982 -3.104  -0.575
O5 2.117 -2.410 -1.418  -0.522
C15 2.729 -3.417 -2.206  -0.257
H1 3.763 2.599 -4.145  0.217
H2 2.778 3.985 -4.652  0.211
H3 2.271 2.329 -5.039  0.220
H4 0.950 3.246 -3.129  0.172
H5 2.467 3.498 -2.218  0.172
H6 0.653 3.100 -0.833  0.223
H7 -0.406 2.300 1.215  0.222
H8 -0.083 0.336 3.031  0.206
H9 -0.351 -1.276 2.343  0.173
H10 -3.686 -0.022 1.070  0.204
H11 -2.181 -0.126 0.145  0.199
H12 -1.808 -2.443 0.965  0.152
H13 -3.273 -2.338 1.972  0.175
H14 -3.281 -2.110 -0.828  0.463
H15 -3.661 -0.147 3.321  0.209
H16 -2.236 -0.988 3.969  0.159
H17 -1.273 1.213 4.657  0.150
H18 -2.637 2.051 3.884  0.183
H19 -2.922 0.249 6.026  0.461
H20 0.816 -1.679 0.319  0.230
H21 2.717 -4.323 -1.605  0.192
H22 3.754 -3.135 -2.455  0.193
H23 2.173 -3.565 -3.135  0.192

Lowest unoccupied orbital energy: 0.56 eV
HOMO: -0.3137 hartree
Total energy: -27654.9159 eV
Total charge: 0
ΔE to the lowest compared entry with this formula, charge and spin: 319.93 kJ/mol
SMILES string: CCOc1ccc(CN(CCO)CCO)cc1C(=O)OC
Multiplicity: 1
Frontier orbital gap: 9.099 eV

# 5
Below is a cluster of 2 separate species, C4H11NO2 in total at a distorted geometry, with properties calculated with the ωB97M-V functional and the def2-TZVPD basis.

Last column: natural (NBO) charge in e.
Geometry (Å):
C1 -2.526 0.674 0.204  -0.521
C2 -1.881 0.234 -0.884  0.142
O1 -1.496 -1.070 -1.060  -0.750
H1 -2.757 1.716 0.297  0.202
H2 -2.883 -0.018 0.971  0.207
H3 -1.681 0.916 -1.727  0.156
H4 -0.496 -1.067 -1.161  0.509
N1 1.278 -0.870 -1.160  -0.853
C3 1.411 0.225 -0.170  -0.250
C4 1.112 -0.306 1.222  -0.075
O2 1.036 0.773 2.155  -0.722
H5 1.951 -1.639 -0.928  0.372
H6 1.586 -0.512 -2.066  0.374
H7 0.702 1.018 -0.412  0.199
H8 2.416 0.681 -0.154  0.181
H9 1.945 -1.014 1.569  0.171
H10 0.144 -0.863 1.180  0.182
H11 0.140 1.122 2.124  0.474

Lowest unoccupied orbital energy: 0.81 eV
HOMO: -0.3338 hartree
Total energy: -9910.2552 eV
Total charge: 0
ΔE to the lowest compared entry with this formula, charge and spin: 191.69 kJ/mol
SMILES string: C=CO.NCCO
Multiplicity: 1
Frontier orbital gap: 9.894 eV